{"formula": "C30H33FN4O5RuSeSi", "method": "wB97M-V/def2-TZVPD", "max_force_ev_per_a": 0.653, "e_homo_ev": [-9.558, -10.066], "total_charge": 1, "multiplicity": 6, "e_lumo_ha": [-0.1293, -0.1293], "s_squared": 8.77, "de_lowest_kcal_mol": 25.0, "species": ["Ru", "O", "C", "O", "C", "C", "C", "C", "C", "C", "C", "C", "C", "N", "H", "H", "H", "H", "H", "H", "F", "C", "C", "C", "C", "O", "C", "C", "N", "C", "C", "C", "C", "C", "C", "N", "C", "C", "N", "C", "C", "C", "O", "O", "H", "H", "H", "H", "H", "H", "H", "H", "H", "H", "H", "H", "H", "H", "H", "H", "H", "H", "C", "Si", "C", "C", "Se", "H", "H", "H", "H", "H", "H", "H", "H", "H"], "coordinates": [[-0.3260, 0.0998, 0.1904], [-1.0391, 3.8862, -1.4407], [-0.8588, 2.7071, -1.2239], [-0.3265, 2.1922, -0.1693], [-1.2849, 1.7069, -2.2987], [-2.0276, 2.1851, -3.3992], [-2.4119, 1.3051, -4.3599], [-2.0206, -0.0520, -4.2585], [-2.3443, -1.0063, -5.2494], [-1.9087, -2.2955, -5.1402], [-1.1252, -2.6799, -4.0337], [-0.8058, -1.7813, -3.0538], [-1.2577, -0.4469, -3.1386], [-0.9302, 0.4496, -2.1529], [-2.2640, 3.2383, -3.4218], [-3.0022, 1.6216, -5.2112], [-2.9361, -0.6896, -6.0992], [-2.1527, -3.0213, -5.9044], [-0.7659, -3.6992, -3.9669], [-0.2035, -2.0677, -2.2047], [2.4338, -6.2134, -1.0878], [1.3704, -5.9531, -0.2970], [0.8864, -4.6802, -0.2301], [-0.2478, -4.3928, 0.5352], [-0.7111, -3.0037, 0.5666], [-0.0776, -2.1597, -0.0982], [-1.8464, -2.7601, 1.3911], [-2.4095, -3.8086, 2.0494], [-2.0065, -5.1018, 2.0100], [-2.8451, -6.0263, 2.7630], [-3.1780, -7.4291, 2.3713], [-2.3568, -7.1518, 3.6166], [-0.8874, -5.4194, 1.2499], [-0.3357, -6.7082, 1.1928], [0.7784, -6.9946, 0.4264], [1.2627, -8.3310, 0.4219], [2.6668, -8.6095, 0.1539], [2.9367, -10.0761, 0.5330], [1.8650, -10.5156, 1.4870], [0.5313, -10.6037, 0.7886], [0.4055, -9.3727, -0.1220], [-2.5538, -1.4255, 1.5949], [-3.4196, -1.3638, 2.4432], [-2.2089, -0.4703, 0.7975], [1.3630, -3.8812, -0.7808], [-3.2706, -3.5855, 2.6657], [-3.6695, -5.4668, 3.1762], [-2.6956, -7.8634, 1.5097], [-4.2073, -7.7320, 2.4968], [-1.3040, -7.3899, 3.6181], [-2.8341, -7.2706, 4.5785], [-0.7527, -7.5134, 1.7715], [3.2802, -7.9404, 0.7563], [2.9515, -8.4739, -0.8922], [3.9051, -10.2079, 1.0088], [2.8734, -10.7462, -0.3224], [1.7849, -9.8040, 2.2168], [2.1010, -11.4032, 1.9297], [-0.2304, -10.6280, 1.5656], [0.5126, -11.5412, 0.2364], [-0.6283, -9.0386, -0.1442], [0.6867, -9.6244, -1.1522], [3.6871, 1.0923, 3.9430], [2.1334, 0.0798, 4.1590], [0.9798, 0.8246, 5.4242], [2.5340, -1.7074, 4.5543], [0.9902, 0.0961, 2.1670], [4.2575, 1.1253, 4.8742], [3.4433, 2.1155, 3.6552], [4.3253, 0.6689, 3.1661], [1.4529, 0.8436, 6.4088], [0.0551, 0.2505, 5.4965], [0.7179, 1.8479, 5.1528], [3.0857, -1.7746, 5.4948], [3.1462, -2.1508, 3.7674], [1.6187, -2.2938, 4.6500]], "forces_ev_per_angstrom": [[-0.13, 0.61, -0.19], [0.02, -0.06, 0.02], [-0.09, 0.08, -0.10], [0.08, -0.52, 0.11], [0.02, -0.03, 0.00], [0.02, -0.01, 0.01], [0.01, -0.03, 0.02], [0.02, 0.02, 0.00], [-0.01, -0.03, -0.01], [-0.03, 0.02, -0.03], [0.02, 0.02, 0.04], [0.01, -0.05, 0.00], [-0.03, 0.05, -0.03], [0.03, 0.01, 0.10], [-0.01, 0.00, -0.01], [0.01, 0.02, 0.00], [0.00, -0.01, -0.01], [-0.01, 0.01, -0.01], [0.00, 0.00, 0.01], [-0.01, 0.00, -0.06], [-0.03, -0.03, 0.05], [0.00, 0.00, -0.03], [-0.05, -0.06, 0.03], [0.11, -0.14, -0.01], [-0.01, 0.15, 0.04], [-0.01, 0.04, 0.00], [-0.02, 0.04, -0.02], [0.04, -0.09, -0.01], [-0.02, 0.09, -0.03], [0.02, 0.01, 0.02], [0.02, 0.01, 0.02], [-0.04, -0.01, 0.00], [0.04, -0.01, -0.01], [-0.01, 0.03, 0.01], [-0.01, 0.03, 0.00], [-0.03, -0.04, 0.03], [0.03, 0.05, 0.00], [-0.01, -0.03, 0.00], [-0.01, 0.00, 0.02], [0.02, -0.02, 0.00], [0.00, 0.01, -0.03], [-0.05, 0.01, 0.03], [0.00, -0.02, -0.02], [-0.03, -0.06, -0.01], [0.01, 0.02, 0.00], [-0.01, 0.00, 0.00], [0.00, -0.03, 0.02], [0.01, 0.00, -0.02], [0.00, 0.00, -0.01], [0.00, 0.01, 0.01], [0.01, 0.00, 0.01], [0.02, -0.03, -0.02], [-0.01, 0.01, -0.01], [-0.01, 0.01, -0.01], [0.00, 0.00, 0.01], [0.01, 0.00, 0.00], [0.01, -0.01, -0.01], [0.00, 0.01, -0.01], [0.00, 0.01, 0.00], [-0.01, 0.00, 0.00], [0.00, 0.00, 0.01], [0.00, 0.00, 0.01], [-0.09, -0.07, -0.04], [0.10, 0.07, 0.17], [0.03, -0.05, -0.11], [-0.04, 0.07, -0.06], [0.10, -0.08, 0.10], [-0.01, -0.01, 0.03], [-0.01, 0.00, 0.01], [0.00, -0.01, 0.00], [0.03, -0.01, 0.00], [0.01, 0.00, 0.00], [0.01, 0.00, -0.01], [0.00, 0.02, 0.02], [0.00, 0.01, 0.00], [-0.01, 0.01, 0.00]], "lowdin_spin": [3.7093, 0.0288, 0.0132, 0.1507, 0.0079, 0.0011, 0.0031, 0.0017, 0.0009, -0.0005, 0.0003, 0.0002, 0.0071, 0.0660, 0.0004, 0.0002, 0.0002, 0.0000, 0.0000, 0.0003, 0.0001, 0.0002, 0.0004, 0.0035, 0.0050, 0.0754, 0.0016, 0.0015, 0.0014, 0.0001, 0.0001, 0.0001, 0.0004, 0.0004, -0.0002, -0.0001, 0.0000, 0.0000, 0.0000, 0.0000, 0.0000, 0.0193, 0.0279, 0.1761, 0.0002, 0.0003, 0.0000, 0.0000, 0.0000, 0.0000, 0.0000, 0.0001, 0.0000, 0.0000, 0.0000, 0.0000, 0.0000, 0.0000, 0.0000, 0.0000, 0.0000, 0.0000, 0.0140, 0.1031, 0.0195, 0.0176, 0.5299, 0.0022, 0.0005, 0.0006, 0.0029, 0.0006, 0.0007, 0.0026, 0.0009, 0.0006]}